# 1
C28H32Cl8F32O5 | ωB97M-V/def2-TZVPD

Calculated values
- Largest force on an atom: 2.55 eV Å⁻¹
- E_HOMO: -0.3537 Ha
- Relative energy (zero: lowest compared OMol25 entry of this formula, charge and spin): 61.7 kJ/mol
- 2S+1: 1
- Electronic energy: -8339.58860 a.u.
- SMILES: FC(F)C(F)(F)COC(F)(F)C(F)F.FC(F)C(F)(F)COC(F)(F)C(F)F.FC(F)C(F)(F)COC(F)(F)C(F)F.FC(F)C(F)(F)COC(F)(F)C(F)F.C1CCOC1.ClCCl.ClCCl.ClCCl.ClCCl
- Gap between HOMO and LUMO: 0.3566 Eh

The geometry in XYZ format:
```
105
C28H32Cl8F32O5, DFT ωB97M-V/def2-TZVPD
C 3.3741 -0.3715 5.0448
C -1.9297 -0.6480 6.8570
H -0.2492 -2.7494 4.8551
F 6.8193 -2.0086 0.2837
O 3.5339 0.9976 5.2372
O 4.3553 -2.6946 -1.2383
C 2.9768 -2.4383 -1.3276
C -1.0920 -0.8578 5.5951
H -5.5725 -0.4301 -6.6612
C 1.9983 2.7995 5.0241
H -1.9734 1.8960 -7.4505
F 0.4992 0.8221 -7.5258
F -0.0137 1.8822 -5.7108
F -3.9847 3.1206 -2.8915
F 1.1317 2.0793 5.7921
F 0.6152 0.5543 -0.5385
Cl -2.4114 -2.7665 -0.8559
H -1.8377 -2.2091 8.3945
F 6.4563 -5.4815 1.0088
F 2.2664 -3.5550 -1.1659
F -1.0219 -0.7150 -4.7193
H -0.3102 -0.1171 5.4145
C 6.7450 -4.1686 1.2200
F 1.7998 4.7246 3.6048
H 4.3305 -2.6507 0.8681
H 3.1889 -0.7690 7.2025
O -2.3301 -0.1537 -7.5637
H -2.4968 2.3282 -0.7712
C -3.6994 -0.2026 -7.7307
H 4.4126 -4.2285 0.1041
Cl -6.7173 -0.9516 1.1100
F -2.6426 -0.1589 -2.8723
Cl 1.2212 3.2792 -2.9465
H -0.1106 -2.6685 -1.3722
C -5.0519 -0.3735 1.1295
F -4.5041 0.9592 -5.8015
H 0.4485 -2.1770 6.3725
C 4.7612 -3.1908 0.0246
F 6.1640 -3.8009 2.3987
H 2.0714 3.0509 -0.7941
C 2.5197 3.0515 -1.7802
H -4.2115 1.5161 -4.0097
C -0.8972 -3.3964 -1.5312
C 3.8232 -1.0375 6.3533
C -0.1109 -0.4916 -5.6881
C 2.9279 1.8395 4.2814
Cl 3.3581 1.4890 -1.9454
F 3.0483 -2.6853 -3.7076
H -1.7180 -0.7972 4.7030
O -1.4593 -2.9703 6.5131
H 0.2655 4.0521 4.7213
Cl -3.7552 6.6275 -4.5017
F -4.0200 -1.1688 -5.5896
H -2.3944 1.0859 -5.9528
Cl -6.1562 7.2469 -2.9303
H 7.8408 -4.0761 1.2733
C -0.3610 0.8160 -6.4720
F 1.5945 -1.2837 -2.8584
F 2.6611 3.6180 5.8656
F 4.1586 -0.7209 4.0114
C 1.1033 3.6859 4.1178
C -0.4471 0.7867 0.2623
H 3.6197 -1.0284 -2.7640
F -3.9000 -1.3288 -8.4288
C -1.8190 0.9794 -6.8752
H 0.8778 -0.4572 -5.2251
C 6.2915 -3.2423 0.0922
F -2.4093 2.3204 -4.2062
F -4.2263 0.6943 -1.6325
F -0.1084 -1.5451 -6.5416
H -3.2430 -2.2583 7.2632
F 6.7713 -3.6977 -1.0919
F 2.0992 -0.6578 4.7811
F -4.1704 0.8110 -8.4819
F -0.4104 -1.4604 1.1421
F -0.4031 2.0853 0.5994
Cl -4.2543 -0.8832 2.6386
H -1.4246 -0.0568 7.6212
H -4.4965 -0.8019 0.3010
C -3.4302 1.9703 -3.3889
H 2.3957 1.3514 3.4655
C -3.0670 0.9811 -2.2846
C -4.5173 -0.2595 -6.4345
H -3.9025 7.0396 -2.1730
H -5.0225 0.7033 1.0008
C -0.4784 -2.2398 5.7896
O -1.6294 0.5345 -0.4033
F 5.0864 -0.6780 6.6501
C -2.0231 1.5262 -1.3428
H -2.8959 -0.1895 6.6556
H 3.2688 3.8179 -1.9323
C -4.5343 6.5290 -2.8891
C 2.8452 -1.7945 -2.7098
H -1.2795 -0.0234 2.1562
H 3.7228 2.4175 3.8043
H -0.9939 -3.5881 -2.5956
F 0.6422 0.1425 2.2886
C -2.1692 -2.0923 7.3603
F 0.5658 2.9505 3.1020
Cl -0.5223 -4.9661 -0.8446
C -0.4299 -0.1498 1.4724
F 3.7330 -2.3883 6.2495
F 2.6521 -1.5538 -0.3669
H -1.1656 1.8597 -1.9316
H -4.6357 5.4828 -2.6291
```

These are the Mulliken partial charges, in e, on atoms 1 to 2:
1 C 0.9640
2 C -0.7029

# 2
C28H32ClF6N14O3PS2Ti | ωB97M-V/def2-TZVPD

Calculated values
- Largest force on an atom: 1.61 eV Å⁻¹
- Charge: -1
- E_HOMO (spin up / spin down): -0.1433 / -0.2161 Ha
- Relative energy (zero: lowest compared OMol25 entry of this formula, charge and spin): 143.9 kJ/mol
- 2S+1: 4
- Electronic energy: -5125.40834 a.u.
- Gap between HOMO and LUMO (spin up / spin down): 0.2133 / 0.2401 Eh

The geometry in XYZ format:
```
88
C28H32ClF6N14O3PS2Ti, DFT ωB97M-V/def2-TZVPD
H 4.3522 0.4301 -2.6036
C -1.5586 -6.1113 0.0636
F -0.8514 -0.4111 5.0455
C 0.4654 -7.5495 0.4684
H -1.9649 -8.0004 -1.9406
F 1.3623 -0.3588 2.6256
H -1.9566 -6.6062 0.9522
H -1.1622 -5.1485 0.3820
H 0.4426 -2.5415 -1.3825
N -1.0678 1.3973 0.5420
H -0.7237 -3.5988 -3.1037
C -3.8288 -4.5392 -5.5740
H -3.9068 -4.2961 -1.7232
H -4.2811 0.8994 0.7751
C -5.0707 -4.4311 -3.5136
H -0.5760 -9.0239 -1.5025
N 0.8131 -2.3546 0.7057
H -0.6423 7.9314 1.2522
H 1.2727 -8.1138 -0.0019
N 1.0898 -4.2632 -0.2981
H 0.8945 -6.7445 1.0605
C -0.6191 -5.7536 -2.8713
H -3.8189 -4.5995 -6.6538
C -5.0346 -4.5162 -4.8924
C 2.0858 4.1520 0.5062
H 2.6517 8.1567 -1.4960
F -0.6725 -1.3522 2.9279
N 3.0798 3.8633 -0.2753
C -3.0266 -0.7039 0.5835
O 1.1427 -7.2700 -2.3693
F -0.5034 0.8674 3.1710
H 4.2511 -1.0255 -0.5287
N -1.8158 -1.1935 0.3037
N -0.5565 2.6589 0.5807
C -1.2622 -8.2518 -1.1446
C -2.3818 1.6238 0.6004
C 0.7275 -2.9908 -0.4467
Cl -6.5274 -4.5891 -5.7930
C 1.2360 -3.3218 1.5623
P 0.2473 -0.3662 3.9102
N -1.4993 3.5259 0.6783
N -3.9150 -1.6422 0.8442
H 4.4645 1.8470 -1.5583
H 2.2049 -5.8306 -0.9813
C 1.5454 5.5390 0.3715
H -1.3611 -6.5088 -3.1364
H 0.7563 9.2385 -0.2921
H -1.7039 -4.4941 -5.3848
C 2.0416 7.6005 -0.7965
F 0.9922 -1.6568 4.4783
N -3.3340 0.6411 0.5617
H 1.4073 -3.1499 2.6124
H -0.1303 5.5310 1.7025
H -6.0186 -4.4000 -2.9938
N -1.9967 -2.5416 0.4091
H -1.8443 -8.6944 -0.3346
H -2.3983 -5.9214 -0.6080
C -0.5161 -7.0264 -0.5904
C 0.2631 -6.3138 -1.7382
H 0.0542 -5.6825 -3.7297
N -2.6825 2.9149 0.6722
C 2.2866 6.2693 -0.5362
S 1.4894 3.0645 1.6839
F 1.1883 0.6236 4.7053
C 0.1969 7.4554 0.7617
H 1.6150 -4.7456 -2.2309
H -0.0662 -8.2201 1.1478
C -3.8776 -4.3805 -2.8032
H 4.2629 0.4213 0.4767
C 1.3350 -5.2713 -1.3171
C -2.6524 -4.4047 -3.4589
N 1.4193 -4.4907 0.9994
C 3.9698 0.0295 -0.5006
Ti -0.0394 -0.3867 0.9894
C -1.3472 -4.4006 -2.6990
H 5.7491 0.6351 -1.5367
C 2.5075 0.0781 -0.5225
O 4.8319 5.6031 -0.8321
C 0.4735 6.1194 1.0245
S 3.5107 5.1785 -1.1986
N 1.3648 0.0235 -0.3922
C 4.6743 0.7889 -1.6261
O 3.2429 4.9061 -2.5810
N -3.2155 -2.7881 0.7278
H -1.5349 -4.1661 -1.6536
C -2.6486 -4.4818 -4.8510
C 0.9790 8.1925 -0.1233
H 0.5924 -7.9119 -2.8299
```

These are the Mulliken partial charges, in e, on atoms 1 to 2:
1 H 0.3374
2 C -1.5249

# 3
C28H32EuFN3O7Se | ωB97M-V/def2-TZVPD

Calculated values
- Largest force on an atom: 2.71 eV Å⁻¹
- Charge: -2
- E_HOMO (spin up / spin down): -0.0325 / -0.0785 Ha
- Relative energy (zero: lowest compared OMol25 entry of this formula, charge and spin): 0.0 kJ/mol
- 2S+1: 8
- Electronic energy: -4988.98028 a.u.
- Gap between HOMO and LUMO (spin up / spin down): 0.1938 / 0.2399 Eh

The geometry in XYZ format:
```
73
C28H32EuFN3O7Se, DFT ωB97M-V/def2-TZVPD
H 1.1126 -5.6335 -2.7000
H 1.5904 3.1420 6.2729
H 0.0240 -0.8182 6.0869
O 3.1034 -0.2786 -1.0154
Se -2.1944 2.5809 3.0470
C 0.9706 -3.6717 -3.5112
C 1.3784 0.3793 -2.4660
C -0.9290 -3.0315 -4.9382
H 1.5059 1.2546 3.5028
F 2.1039 -5.2458 -0.4690
C 0.6771 -0.0238 -3.5486
C -0.9913 0.6521 4.8826
C -0.0249 0.2417 5.7713
O 2.1588 2.5568 -2.9184
C -2.0707 2.7404 -2.1413
H 2.0988 0.8472 8.1405
H -3.1422 -1.1899 -1.9790
O -2.4614 -2.3822 0.2754
H -1.5650 -2.8807 -4.0560
H 2.0440 -0.5286 7.0935
H 2.5397 -2.5835 -0.1611
Eu -0.5514 1.1030 0.5032
C 1.3643 -4.6146 -2.5337
C 2.1175 0.5710 7.0871
H -1.7043 -0.8796 -6.4372
H -1.4476 -1.3464 -2.4628
C 0.8414 2.4535 5.9452
H 3.0790 0.8682 6.7131
C 0.0525 -4.1456 -4.6297
N -1.9246 0.4544 -1.5296
C -2.3369 1.2844 -2.4694
H 0.0839 0.6958 -4.0871
H -1.9503 -0.4720 3.2581
C -0.1676 -1.7154 -5.1783
H 2.4154 0.9856 0.8017
N -2.0297 3.0214 -0.6967
H -1.7296 -0.2027 -4.8357
H -2.9381 -0.0872 4.6064
C -0.0272 4.3196 4.5599
H -2.7354 3.3819 -2.7469
C -2.1203 -0.9526 -1.6872
H -1.5396 -3.2708 -5.7933
O 0.9707 2.1462 -1.0535
C 1.9101 -4.2083 -1.3495
H 0.7773 4.8740 5.0462
H -1.0062 4.8408 4.7112
N 0.6590 -1.3132 -3.9977
C 2.1929 -0.5285 -1.7701
C 2.1578 -2.8889 -1.1153
H -2.9427 2.9164 -0.2286
H -0.4892 -5.0736 -4.2858
C 2.0098 1.7111 2.6452
H -1.6510 3.9430 -0.4770
O -0.5704 -1.2687 0.1304
C -1.7033 -1.6062 -0.3189
C -0.1159 2.9019 5.0419
H -1.6409 -1.3824 4.7021
H 0.5971 -4.4265 -5.5236
O 1.7182 0.9988 1.4785
H -0.5048 0.3101 -5.9690
C -1.0763 2.0015 4.4718
C -1.9218 -0.3840 4.3347
H 0.1519 4.2885 3.4829
H 0.5129 -1.9179 -6.0315
H 3.0982 1.7271 2.7893
C 0.9233 1.0984 6.2947
H -1.0817 2.9190 -2.5026
C 1.1877 -2.3149 -3.2306
C 1.5254 1.8309 -2.1110
H 1.6504 2.7388 2.5716
C -1.0474 -0.5650 -5.6208
C 1.8430 -1.9504 -2.0607
O -2.8144 1.0029 -3.6095
```

These are the Mulliken partial charges, in e, on atoms 1 to 2:
1 H 0.4788
2 H 0.2782

# 4
C28H32F32O6 | ωB97M-V/def2-TZVPD

Calculated values
- Largest force on an atom: 4.46 eV Å⁻¹
- E_HOMO: -0.3522 Ha
- 2S+1: 1
- Electronic energy: -4733.09245 a.u.
- SMILES: FC(F)C(F)(F)COC(F)(F)C(F)F.FC(F)C(F)(F)COC(F)(F)C(F)F.FC(F)C(F)(F)COC(F)(F)C(F)F.FC(F)C(F)(F)COC(F)(F)C(F)F.C1CCOC1.C1CCOC1
- Gap between HOMO and LUMO: 0.3738 Eh

The geometry in XYZ format:
```
98
C28H32F32O6, DFT ωB97M-V/def2-TZVPD
F 3.5729 7.0839 -37.2332
C 21.9244 7.5517 -41.3212
C 15.1210 3.0233 -35.5733
F 1.0389 8.3728 -38.0754
H 8.2503 11.3203 -39.9220
C 9.4712 11.2809 -50.2889
F 17.0940 1.1835 -35.7163
H 10.8574 8.8682 -46.2506
H 13.2702 -8.2459 -36.6176
O 22.2335 6.9217 -40.0129
C 19.3605 7.3644 -41.0365
C -0.0467 10.6366 -35.3601
O 10.3815 9.4041 -48.8870
H 7.3870 13.9482 -38.6950
H 12.9086 -7.4857 -38.7617
C 9.1506 11.5156 -51.7390
C -1.1624 10.4432 -34.2919
C 1.1843 7.5974 -37.0113
F 9.9723 10.9563 -52.5958
F 0.7093 6.3964 -37.3486
F 20.6415 5.8497 -42.3603
H 10.2323 13.2530 -38.6745
C 0.2327 8.2767 -36.0079
F 13.1088 3.4347 -34.6299
H 12.0987 3.4950 -37.1481
C 23.4833 6.2226 -39.9792
H 15.5673 -6.3251 -39.1465
F -0.5907 11.0534 -36.5076
H 15.7415 3.6494 -34.9321
C 13.6014 -7.2236 -36.8005
H 6.4491 12.5147 -39.0221
H 9.6137 12.7387 -36.5480
H 15.9142 -8.5221 -37.2307
H 8.6917 12.9553 -40.4912
F 19.2377 8.6785 -40.5830
F 13.6949 3.1883 -38.1135
C 9.6554 12.3294 -38.6272
F 12.4376 8.3845 -47.2703
F 12.8273 1.6905 -36.9408
F 7.8621 11.1296 -51.9684
H 9.2343 11.0465 -37.0082
H -1.6589 11.3980 -34.1192
C 9.0540 12.0984 -37.2298
C 10.2134 8.1925 -48.1803
F 11.1219 6.9607 -46.3187
F 10.5618 11.9239 -49.9403
H 12.8863 -6.6777 -36.1850
F 23.7000 5.5121 -41.0402
C 15.7878 -0.5538 -34.5036
F 0.6269 11.7222 -34.9908
C 15.8088 -7.4470 -37.3761
F 16.6599 1.4854 -33.6160
H 15.4705 -1.0025 -35.4450
F 14.0076 4.9613 -35.8130
C 13.7448 3.6299 -35.7737
C 2.6584 7.5937 -36.4311
C 20.5725 7.1552 -42.0256
C 11.1719 8.1151 -46.9732
F 24.6413 4.8309 -38.5588
C 13.0646 3.0231 -36.9681
C 8.5314 12.3276 -39.6147
H 23.2366 6.0175 -37.8440
F 22.4917 4.3864 -38.7595
C 15.0749 -7.1677 -38.6610
H -0.6745 8.5729 -36.5346
H 2.9207 8.5583 -35.9967
H 16.8034 -7.0331 -37.2101
O 0.7935 9.4259 -35.3480
F 19.2203 6.6461 -39.9800
C 9.5141 9.7372 -49.9398
H 18.4754 7.2657 -41.6650
H 8.4827 9.4594 -49.7225
H 22.6851 7.6480 -42.0958
F 2.5868 6.8535 -35.3294
F 24.5389 7.0541 -39.9219
H 9.9874 9.1360 -50.7162
F 20.4133 7.7719 -43.2054
C 23.4671 5.3857 -38.7017
O 7.6722 12.2704 -37.4832
H 15.0369 -8.0089 -39.3532
F 8.5166 11.7828 -49.4326
F 8.9422 8.1985 -47.6787
F 14.6876 -0.8491 -33.8308
H 0.0321 7.4956 -35.2746
H 13.4242 -5.7987 -38.4530
F 16.7443 -1.3487 -34.0302
C 16.2158 0.9604 -34.7318
F 10.2651 7.0737 -48.9979
O 14.9564 1.7210 -35.0410
H 10.3713 11.5603 -38.9172
C 7.4359 12.8595 -38.7131
F -2.1741 9.7500 -34.6938
O 14.8991 -6.9872 -36.4100
F -0.7130 9.9813 -33.0860
H 9.2016 12.5931 -51.8956
H 15.5454 2.9580 -36.5752
H 21.8060 8.6042 -41.0638
C 13.6321 -6.8496 -38.2516
```

These are the Mulliken partial charges, in e, on atoms 1 to 2:
1 F -0.2515
2 C -1.0410

# 5
C28H32MgN10O8S2 | ωB97M-V/def2-TZVPD

Calculated values
- Largest force on an atom: 1.22 eV Å⁻¹
- E_HOMO: -0.2883 Ha
- Relative energy (zero: lowest compared OMol25 entry of this formula, charge and spin): 59.2 kJ/mol
- 2S+1: 1
- Electronic energy: -3232.06628 a.u.
- Gap between HOMO and LUMO: 0.2651 Eh

The geometry in XYZ format:
```
81
C28H32MgN10O8S2, DFT ωB97M-V/def2-TZVPD
C -3.7804 4.3302 3.9864
H -2.6809 -8.3170 0.0194
C -3.7989 5.5485 3.2810
H 1.5183 -1.3214 -3.4749
N -0.6901 1.4934 -2.1252
C -3.2802 5.6410 2.0202
H -1.0436 0.3884 -3.9215
C 3.7694 1.2256 2.4815
Mg -0.8599 1.9622 0.0835
C 1.2750 -0.9818 -1.4611
O -1.6547 3.7995 -0.6025
C 3.8030 3.6430 2.7626
N 0.4052 2.1882 -1.7552
C -1.7295 -1.1217 -0.0742
C 3.6942 0.4229 -3.6308
C -1.5967 -8.3302 0.1174
C 5.0342 1.1558 3.0403
H 5.5174 0.1943 3.1461
H -3.2129 2.2746 3.9434
S 2.4426 -0.3387 -0.4790
C -2.6636 3.2528 2.1059
C 2.0210 -1.2797 -4.4448
H 6.6665 2.2496 3.8904
O -2.1584 2.2032 1.5967
H -2.3597 5.6558 -0.3653
H 2.7832 -2.0586 -4.4527
H 0.3997 -0.1560 2.0927
C 1.8590 2.5479 1.7647
C -1.9930 -3.6023 0.0818
C -0.4228 1.0261 -3.3179
C -0.9376 -4.3082 -0.7594
C -2.7059 4.5120 1.4183
O -4.3646 7.7744 3.2774
H 0.0124 -4.3879 -0.2314
H -1.4562 -6.3956 1.1112
H -3.0455 0.0705 -1.2179
N -4.3858 6.7288 3.9018
N 0.8157 1.4049 -3.6416
C 5.0662 3.5529 3.3189
N -0.0114 -2.9941 2.4193
H 0.8790 0.8808 -5.6260
C 3.1652 2.4752 2.3468
O -2.9013 -5.9290 -1.3186
H -2.8834 -3.4283 -0.5128
H -0.7457 -3.7838 -1.6958
C 5.6775 2.3131 3.4557
C -2.2099 4.6618 0.0853
H 4.4799 -0.3332 -3.6331
O -4.8477 6.6090 5.0215
H 1.2861 -1.5303 -5.2149
H 3.3110 4.5991 2.6476
C 1.5965 1.1680 -4.8568
H -2.2856 -4.1870 0.9470
H -1.3338 -8.8986 1.0086
N -1.0138 -0.1499 0.4786
C 2.6566 0.0829 -4.6944
H -3.4623 -1.6392 -1.2327
H -3.3160 6.5866 1.4951
N 0.4229 -1.4099 -2.1362
C -0.5701 -2.0361 1.5274
O -0.2974 -4.1738 2.2579
S -1.4615 -5.9535 -1.1938
H 3.2540 0.4321 -2.6313
H 4.1564 1.3952 -3.8101
H 2.0263 2.1302 -5.1315
C -0.2857 -0.7097 1.4783
H 5.5746 4.4497 3.6453
H 3.1517 0.0617 -5.6725
N 0.8115 2.6105 1.3027
H -2.0485 -1.0793 -2.1468
O 0.8168 -2.5871 3.2070
O -0.6522 -6.4051 -2.2933
H -4.2057 4.2958 4.9791
N -1.5047 -2.3009 0.5404
H 0.0406 -6.9045 0.3165
N 1.2997 2.1698 -2.6588
H 3.2579 0.3362 2.1369
H -1.1737 -8.8369 -0.7489
C -3.2350 3.2190 3.4167
C -2.6331 -0.9362 -1.2361
C -1.0474 -6.9180 0.2449
```

These are the Mulliken partial charges, in e, on atoms 1 to 2:
1 C -0.3809
2 H 0.3553